# 1
# CH2ClNOS

2 unconnected molecules or ions with the total composition CH2ClNOS in a non-equilibrium geometry (wB97M-V/def2-TZVPD, the Open Molecules 2025 dataset).

CARTESIAN COORDINATES (ANGSTROEM)
C  1.291369  0.192724  0.153639
N  -0.500211  -1.014519  -0.313081
S  -1.597485  -0.004564  0.029913
H  1.353900  0.057839  1.176705
Cl  0.788503  1.752455  -0.179953
H  1.543751  -0.468902  -0.615361
O  -2.879826  -0.515036  -0.251865

Force components x, y, z for each atom (eV/Å):
C -4.284 -0.666 -1.191
N 1.449 2.161 1.178
S 3.247 -0.745 0.117
H 0.674 -0.869 1.685
Cl 0.754 1.122 -0.521
H 1.354 -0.404 -0.812
O -3.195 -0.600 -0.455

## Properties
HOMO level in eV: -9.944
Energy above the lowest of the compared OMol25 structures with the same formula, charge and spin in kcal per mole: 87.4
Frontier orbital gap in eV: 8.90
Energy in eV: -27960.58735
LUMO in hartree: -0.0383
Net charge: 0

Okay, here come the natural (NBO) numbers, in e, for every atom: C -0.20; N -0.82; S 1.36; H 0.21; Cl 0.08; H 0.25; O -0.89

=====

# 2
# C5H5N3S

A single C5H5N3S molecule in a non-equilibrium geometry (wB97M-V/def2-TZVPD, the Open Molecules 2025 dataset).

CARTESIAN COORDINATES (ANGSTROEM)
C  -0.890838  -2.108426  0.574994
H  -0.521818  -2.832616  1.298773
S  -2.401773  -0.049038  -0.344609
C  0.499341  -1.131223  -0.620396
N  0.383567  0.194542  -0.356337
H  1.434566  -1.513338  -0.442092
C  -0.863023  0.782916  -0.168732
H  2.402644  0.875327  -0.243265
N  -0.756467  2.017885  0.222396
N  -1.943862  -1.447248  0.456596
C  0.586887  2.206856  0.340029
H  -0.222596  -1.297050  -1.446120
C  1.356628  1.112412  0.019232
H  0.936740  3.189007  0.709528

Force components x, y, z for each atom (eV/Å):
C 1.851 4.124 -2.236
H -0.747 -0.233 -0.275
S 1.694 -0.247 -0.042
C -5.016 -2.096 0.583
N -1.098 1.661 1.187
H 2.032 -1.167 -0.467
C 0.425 -0.254 -0.995
H -0.774 0.494 0.706
N 0.514 0.125 0.492
N -0.481 -2.446 1.655
C 1.253 2.052 0.730
H 1.480 -0.937 -0.150
C -1.044 -0.286 -0.706
H -0.088 -0.793 -0.482

## Properties
HOMO level in eV: -8.161
Energy above the lowest of the compared OMol25 structures with the same formula, charge and spin in kcal per mole: 59.0
Frontier orbital gap in eV: 8.90
Energy in eV: -20567.88817
LUMO in hartree: 0.0272
Net charge: 0

Okay, here come the natural (NBO) numbers, in e, for every atom: C 0.13; H 0.21; S 0.56; C -0.26; N -0.36; H 0.21; C 0.13; H 0.23; N -0.46; N -0.61; C -0.07; H 0.21; C -0.14; H 0.21

=====

# 3
# C22H26ClHgNPPr

A molecular structure, C22H26ClHgNPPr in a non-equilibrium geometry (wB97M-V/def2-TZVPD, the Open Molecules 2025 dataset).

CARTESIAN COORDINATES (ANGSTROEM)
N  -0.106096  -1.089643  0.004130
H  2.645998  2.153507  -5.091639
H  0.134585  -4.456378  3.789120
Pr  0.894512  -0.169700  -5.294633
Cl  2.051577  -2.194488  -4.374742
C  3.295493  2.099931  0.436783
C  -0.553438  -1.081151  -7.038182
H  -1.582488  -1.066157  -6.638798
H  3.630724  0.776401  -5.680421
C  0.028408  -1.219959  2.809655
H  -2.557161  -1.862484  -0.460895
C  -0.410180  1.020259  -3.549432
C  -3.132542  2.235813  0.644437
H  2.153191  -0.016148  3.466075
C  3.733378  1.135735  2.600128
H  -0.224143  -2.136619  -7.094514
H  3.640144  2.663940  -0.427288
C  -0.068940  -1.380277  5.224290
C  -1.481003  0.757038  1.601034
H  -1.033361  2.296115  0.117837
H  4.430070  0.906942  3.418296
H  -5.129697  2.110213  1.478652
H  -0.093213  0.495900  4.147992
C  -2.281421  -1.902498  -1.517901
C  -4.105742  1.754859  1.527805
H  -0.065453  1.973228  -3.109337
H  -0.167720  -0.901274  6.196475
C  0.067727  -3.376436  3.873038
H  -3.164832  -1.742683  -2.160678
C  2.453632  0.567088  2.598516
H  -4.470670  0.446507  3.210176
H  -3.438799  2.871321  -0.186187
H  5.094368  2.479914  1.598623
H  -1.330599  1.238461  -4.145356
H  1.419860  1.566947  -0.487951
C  -0.042410  -0.597476  4.071020
H  2.726301  1.805852  -6.861197
C  0.028922  -2.605441  2.702180
H  0.064567  -3.384812  6.042811
H  -2.306728  -0.685556  2.997981
H  -0.009803  -3.049297  1.699796
C  -3.753202  0.799927  2.476170
C  -2.482839  0.217772  2.416273
C  1.594933  0.713184  1.490685
C  0.018650  -2.774336  5.136322
C  4.127281  1.970937  1.559401
P  0.029647  -0.215474  1.311637
C  2.041410  1.486205  0.402211
H  -1.804407  -2.854083  -1.765958
Hg  -0.880449  -0.337363  -2.013838
H  -0.537757  -0.635213  -8.041759
C  -1.797210  1.832361  0.748809
C  2.706930  1.358588  -5.857665

Force components x, y, z for each atom (eV/Å):
N 1.173 1.639 2.709
H 0.094 -0.070 -0.234
H -0.065 0.027 0.062
Pr -0.845 1.175 0.734
Cl 0.904 -1.488 0.600
C -0.120 0.038 0.303
C -0.348 -0.160 -0.460
H 0.078 -0.051 -0.223
H -0.077 0.269 -0.139
C -0.005 0.304 1.103
H 0.082 -0.036 -0.131
C 0.324 0.624 -0.250
C 0.042 -0.020 -0.096
H 0.121 0.034 -0.337
C -0.152 0.094 0.146
H -0.164 0.202 -0.131
H -0.124 0.013 0.162
C 0.007 0.080 -0.026
C -0.201 0.719 0.095
H -0.283 -0.347 0.060
H -0.391 0.280 -0.227
H 0.078 0.049 -0.078
H 0.000 -0.458 -0.076
C -0.975 -0.132 -0.530
C 0.413 0.050 0.108
H 0.031 -0.037 -0.267
H 0.102 -0.081 -0.075
C -0.061 0.206 0.072
H -0.038 -0.427 0.240
C 0.313 0.069 -0.361
H -0.050 -0.080 -0.174
H 0.169 0.168 0.328
H -0.246 -0.251 -0.121
H 0.127 -0.051 0.376
H 0.087 -0.104 0.088
C 0.036 -0.752 0.139
H 0.211 0.086 0.085
C 0.096 -0.019 0.380
H -0.103 0.191 -0.294
H 0.056 0.387 -0.043
H 0.147 0.260 0.323
C 0.334 -0.206 -0.468
C -0.447 0.351 0.126
C 0.372 0.909 0.643
C 0.085 0.024 -0.449
C -0.052 -0.302 -0.349
P -0.249 -2.654 -3.359
C 0.316 -0.133 0.235
H -0.118 -0.082 0.116
Hg -0.432 -0.138 -0.405
H -0.163 -0.177 -0.056
C -0.539 -0.263 0.251
C 0.449 0.276 -0.127

## Properties
Multiplicity: 3
HOMO level (spin up / spin down) in eV: -0.307 / -0.307
Frontier orbital gap (spin up / spin down) in eV: 4.67 / 4.67
Energy in eV: -64776.87500
LUMO (spin up / spin down) in hartree: 0.1602 / 0.1602
Net charge: -2

Okay, here come the Mulliken numbers, in e, for every atom: N -0.98; H 0.24; H 0.36; Pr 0.91; Cl -0.57; C -0.66; C -1.28; H 0.28; H 0.25; C -0.40; H 0.20; C -1.38; C -0.55; H 0.28; C -0.70; H 0.25; H 0.39; C -0.74; C 0.61; H 0.27; H 0.34; H 0.36; H 0.45; C -1.27; C -0.38; H 0.27; H 0.35; C -0.55; H 0.29; C -0.22; H 0.34; H 0.36; H 0.32; H 0.28; H 0.42; C -0.02; H 0.31; C -0.67; H 0.35; H 0.27; H 0.47; C -0.75; C -0.03; C 0.60; C -0.42; C -0.41; P 1.13; C -0.56; H 0.29; Hg 0.71; H 0.32; C -0.52; C -1.21